Record 1
{
  "formula": "C24H22N4O5S",
  "method": "ωB97M-V/def2-TZVPD",
  "smiles": "O=C(CSc1nnc(COc2ccccc2)n1Cc1ccco1)Nc1ccc2c(c1)OCCO2",
  "lumo_ev": 0.4311,
  "symbols": ["O", "C", "N", "C", "C", "C", "C", "C", "C", "H", "H", "O", "C", "C", "H", "O", "H", "H", "H", "H", "H", "C", "H", "H", "S", "C", "N", "N", "C", "N", "C", "C", "C", "C", "C", "O", "H", "H", "H", "H", "H", "C", "O", "C", "C", "C", "C", "C", "C", "H", "H", "H", "H", "H", "H", "H"],
  "positions_angstrom": [[0.78990, 4.68521, 1.41615], [0.26554, 3.64644, 1.75334], [0.75182, 2.40004, 1.56437], [1.90115, 2.01618, 0.86509], [2.07468, 0.65668, 0.62481], [3.18818, 0.20363, -0.06618], [4.15656, 1.11437, -0.49910], [3.96363, 2.47020, -0.27132], [2.84608, 2.92617, 0.39736], [2.70478, 3.97973, 0.56563], [4.71381, 3.15797, -0.62641], [5.30277, 0.71045, -1.14216], [5.55467, -0.66871, -1.00549], [4.27743, -1.46319, -1.27177], [4.45263, -2.53727, -1.19098], [3.29599, -1.14354, -0.31129], [3.90876, -1.22387, -2.27927], [6.33409, -0.91623, -1.72760], [5.90908, -0.88812, 0.01139], [1.34980, -0.06666, 0.96696], [0.16354, 1.62463, 1.88294], [-1.09161, 3.64230, 2.46023], [-1.14578, 2.90934, 3.26280], [-1.30797, 4.64528, 2.82579], [-2.43540, 3.26392, 1.28516], [-2.33474, 1.53352, 1.27399], [-1.50164, 0.80003, 1.96690], [-1.73760, -0.48694, 1.66146], [-2.70332, -0.53312, 0.79486], [-3.14351, 0.73914, 0.51298], [-4.11017, 1.17327, -0.47001], [-3.47678, 1.23964, -1.82199], [-2.69228, 2.19251, -2.40192], [-2.32105, 1.67769, -3.66812], [-2.90081, 0.45143, -3.75833], [-3.59858, 0.17206, -2.64404], [-2.89659, -0.29122, -4.53097], [-1.70839, 2.15858, -4.40174], [-2.41987, 3.13833, -1.98082], [-4.46621, 2.16270, -0.17195], [-4.94364, 0.46643, -0.48449], [-3.26826, -1.75640, 0.15157], [-2.93347, -2.94284, 0.80970], [-1.62486, -3.35624, 0.83400], [-0.57793, -2.75170, 0.15280], [0.70239, -3.27003, 0.26085], [0.94623, -4.39388, 1.02760], [-0.10256, -5.00768, 1.69353], [-1.37939, -4.49337, 1.60065], [-2.20748, -4.95079, 2.11867], [0.07574, -5.88750, 2.29407], [1.94807, -4.78727, 1.11001], [1.51529, -2.77539, -0.24807], [-0.73485, -1.87144, -0.45088], [-2.96450, -1.78184, -0.90830], [-4.36334, -1.71264, 0.18756]],
  "forces_ev_per_angstrom": [[0.0981, 0.3221, -0.1001], [-0.3108, -0.1945, 0.2822], [-0.0122, -0.3184, 0.1795], [0.3066, 0.0083, -0.2598], [0.1726, 0.0545, -0.0754], [0.0463, 0.1653, -0.0837], [-0.0328, -0.0018, 0.0894], [0.0190, -0.4386, -0.0542], [-0.0238, 0.1667, 0.0389], [-0.0047, 0.0214, 0.0131], [0.1099, 0.0954, -0.0366], [-0.1542, 0.2862, -0.0648], [-0.1898, -0.4912, 0.0495], [0.5111, 0.1118, -0.2845], [0.0219, 0.0866, -0.0494], [-0.1770, 0.2031, 0.3075], [0.0241, -0.0572, 0.1026], [-0.0652, -0.0428, 0.0793], [0.0022, 0.0209, -0.1037], [-0.1395, -0.1294, 0.0452], [0.0299, 0.3213, 0.0038], [-0.1047, -0.0826, -0.2368], [0.0107, 0.0618, 0.0652], [0.0702, -0.0981, -0.0305], [-0.0581, 0.4208, -0.0137], [-0.0285, -0.1717, 0.0556], [-0.1883, 0.9135, 0.1152], [-0.2359, -1.1578, -0.1357], [-0.0328, 0.1614, 0.1400], [0.5179, -0.1100, 0.7677], [0.0599, -0.1045, -0.5553], [0.1781, 0.8925, 0.0641], [-0.4869, -0.3777, 0.3458], [-0.1531, -0.5251, -0.1434], [0.5376, 0.5088, -0.4756], [-0.3434, -0.3031, 0.3186], [-0.0609, -0.1603, -0.0460], [0.1247, 0.0377, -0.2122], [0.0417, 0.2077, 0.1595], [-0.0844, -0.1868, -0.0644], [-0.0043, 0.1854, 0.0615], [-0.0951, -0.0442, -0.3497], [0.0721, -0.0180, 0.2044], [0.2755, -0.3296, 0.0211], [-0.2513, 0.0287, -0.1531], [0.0114, -0.0807, -0.0231], [0.1373, -0.0410, 0.0111], [0.0120, 0.0121, 0.0033], [-0.2192, 0.1928, -0.0913], [-0.1002, -0.0560, 0.0690], [-0.0001, -0.0683, 0.0505], [0.0896, -0.0327, 0.0105], [0.0438, 0.0562, -0.0424], [-0.0314, 0.0975, -0.0186], [-0.0982, -0.0328, 0.1548], [0.1625, 0.0142, -0.1049]]
}



Record 2
{
  "formula": "C27H30N5OPPtS",
  "method": "ωB97M-V/def2-TZVPD",
  "multiplicity": 3,
  "charge": 2,
  "lumo_ev": [-5.6305, -8.1636],
  "symbols": ["Pt", "C", "C", "N", "N", "C", "S", "N", "N", "H", "H", "H", "H", "H", "H", "C", "C", "C", "C", "C", "O", "C", "N", "C", "C", "C", "C", "C", "C", "P", "C", "C", "C", "C", "C", "C", "C", "C", "C", "C", "C", "C", "H", "H", "H", "H", "H", "H", "H", "H", "H", "H", "H", "H", "H", "H", "H", "H", "H", "H", "H", "H", "H", "H", "H", "H"],
  "positions_angstrom": [[0.35537, -1.36408, -0.52512], [1.59067, -1.26638, 4.76008], [2.34167, -1.54278, 3.52718], [3.62487, -1.58798, 3.40358], [3.89027, -1.80048, 2.10918], [2.76847, -1.87588, 1.37348], [2.69617, -2.06788, -0.29652], [1.75297, -1.73548, 2.28648], [0.40337, -1.82378, 1.98258], [2.30407, -1.14668, 5.57228], [0.90527, -2.07928, 4.99818], [1.01917, -0.34388, 4.64388], [4.84897, -1.91388, 1.80678], [-0.12743, -1.14738, 2.53038], [0.04897, -2.76048, 2.18988], [-1.75133, -2.98748, -2.64942], [-1.93493, -3.62398, -1.27712], [-0.58883, -4.12538, -0.76762], [-2.56883, -2.63578, -0.27442], [-4.04733, -2.29638, -0.57582], [-4.04143, -0.88978, -0.80202], [-2.81723, -0.42958, -0.59322], [-1.93383, -1.31878, -0.29062], [-2.66433, 1.02532, -0.65302], [-3.85383, 1.76332, -0.70072], [-3.84443, 3.14502, -0.71332], [-2.63763, 3.82852, -0.70962], [-1.45193, 3.11622, -0.70142], [-1.44683, 1.72382, -0.64962], [0.21757, 0.98802, -0.63052], [1.01307, 1.57842, 0.88978], [0.30097, 2.09362, 1.97328], [0.97917, 2.52752, 3.10008], [2.36287, 2.43772, 3.15878], [3.07207, 1.87432, 2.10608], [2.40227, 1.44362, 0.97708], [1.08577, 1.71442, -2.04812], [1.96597, 2.79102, -1.95282], [2.57527, 3.27142, -3.09942], [2.31917, 2.68252, -4.33002], [1.44127, 1.61102, -4.42842], [0.82447, 1.12712, -3.28992], [-1.39233, -3.72218, -3.36422], [-1.00483, -2.17748, -2.58722], [-2.67873, -2.56988, -3.02982], [-2.62243, -4.47308, -1.35242], [0.13327, -3.26548, -0.75782], [-0.17563, -4.87808, -1.43502], [-0.66583, -4.54798, 0.23198], [-2.45423, -3.04788, 0.73528], [-4.70663, -2.49978, 0.27158], [-4.44023, -2.79208, -1.46582], [-4.78893, 1.22592, -0.72742], [-4.77793, 3.68542, -0.73032], [-2.61783, 4.90662, -0.71782], [-0.50623, 3.63952, -0.73412], [-0.77573, 2.16922, 1.92508], [0.42877, 2.93302, 3.93648], [2.88817, 2.80992, 4.02338], [4.14457, 1.77062, 2.16828], [2.95027, 1.02332, 0.14348], [2.17647, 3.24562, -0.99492], [3.26467, 4.09972, -3.02522], [2.81927, 3.05312, -5.21102], [1.25927, 1.14702, -5.38542], [0.14277, 0.28532, -3.34712]],
  "forces_ev_per_angstrom": [[-0.4557, 0.9611, 1.0166], [-0.0881, 0.0160, 0.1340], [0.2665, -0.0394, -0.0845], [0.1093, 0.1799, 1.2569], [-1.0673, -0.1007, -0.6641], [0.2421, 0.0504, 0.2297], [-0.5032, 0.0542, -0.5634], [1.1381, -0.0526, -0.1349], [-0.2165, 0.1320, -0.6835], [-0.0856, 0.0040, 0.0167], [-0.0166, -0.0303, 0.0715], [-0.0217, 0.0544, 0.0945], [-0.1586, 0.0449, -0.1401], [0.1671, 0.0984, -0.1674], [0.1576, 0.1421, -0.0809], [-0.0239, -0.0458, 0.1562], [0.1079, 0.2636, 0.1420], [-0.4334, 0.0166, -0.1447], [-0.3039, -0.4809, -0.1562], [0.0652, -0.7544, 0.2920], [-0.1567, 0.6074, -0.0913], [0.3283, -0.3574, 0.2210], [0.7526, 0.1634, -0.2858], [-0.1848, 0.5660, -0.1225], [0.0866, -0.2101, -0.0326], [0.1146, 0.0479, 0.0124], [-0.1130, -0.0860, -0.0075], [0.0280, -0.1866, 0.0385], [0.1667, -0.2404, -0.0180], [0.2888, 0.2227, 0.1022], [0.0053, -0.0734, -0.1140], [-0.0602, -0.1311, -0.2798], [0.0927, -0.0652, 0.1444], [-0.0753, -0.0423, 0.0143], [0.0047, -0.0380, 0.0840], [-0.1215, -0.0383, -0.1284], [-0.1041, -0.2917, 0.1225], [-0.1603, -0.1285, 0.0747], [0.0439, 0.0040, -0.0168], [0.0075, -0.0126, 0.0945], [0.0595, 0.0258, 0.0037], [0.0406, 0.0003, 0.2386], [0.0477, -0.0147, -0.0977], [-0.1437, -0.0967, -0.1696], [-0.0925, 0.1316, -0.1355], [0.0559, 0.0275, 0.0028], [-0.0584, -1.0797, -0.0067], [0.1674, 0.0345, -0.0116], [0.1326, 0.0050, 0.1296], [-0.1262, -0.0310, -0.0933], [0.0606, 0.0227, -0.1574], [0.0664, 0.0751, 0.0754], [-0.0670, 0.0725, 0.0326], [-0.0734, 0.0468, -0.0144], [-0.0037, 0.1151, -0.0383], [0.0200, 0.1116, 0.0192], [-0.1041, 0.0907, 0.0033], [-0.0377, 0.0915, 0.0171], [0.0724, 0.0039, 0.1376], [0.1143, 0.0727, -0.0150], [0.0871, -0.0222, -0.0272], [0.0230, 0.0511, 0.0288], [0.0176, 0.0538, -0.0329], [0.0114, 0.0387, -0.1039], [-0.0566, -0.0215, -0.0746], [-0.0368, -0.0283, -0.1126]]
}